[1]
Density functional theory data (wB97M-V/def2-TZVPD) for C4H11BrFeNO as an isolated structure in a non-equilibrium geometry.

The total charge is +1. The expectation value of S² is 6.012. As for the spin multiplicity: 5. The value obtained for the max |F| is 5.3 eV/Å. The calculation puts the electronic energy at -112282.1540 eV. Its relative energy (zero: lowest compared OMol25 entry of this formula, charge and spin) is 32.53 kcal/mol. The HOMO-LUMO gap (alpha / beta) is 5.55 / 4.87 eV. The calculation puts the HOMO energy (alpha / beta) at -12.5560 / -12.5125 eV.

Atoms and positions in Å:
Fe: -0.68468 1.36286 3.76384
Br: -1.21301 1.88336 1.91132
C: 0.74545 1.53958 -1.16885
C: -0.32240 0.53014 -0.90920
C: -0.03107 -0.43650 0.20625
O: 0.97482 -1.35848 -0.31616
C: 1.02664 -2.54685 0.47544
N: -1.58215 1.23541 -0.87927
H: 1.58302 1.03993 -1.65562
H: 1.01279 1.87369 -0.16635
H: 0.39526 2.43573 -1.68109
H: -0.43595 -0.13339 -1.76649
H: -0.98789 -0.94643 0.31831
H: 0.31488 0.01837 1.13442
H: 1.73713 -3.21199 -0.01537
H: 0.04723 -3.00965 0.35427
H: 1.36951 -2.26581 1.47120
H: -2.27544 0.56791 -1.18569
H: -1.67415 1.42212 0.10904


[2]
Density functional theory data (wB97M-V/def2-TZVPD) for a 2-piece molecular cluster, C4H11BrP overall in a non-equilibrium geometry.

The total charge is +1. The value obtained for the max |F| is 5.7 eV/Å. The calculation puts the electronic energy at -83648.0170 eV. Its relative energy (zero: lowest compared OMol25 entry of this formula, charge and spin) is 68.03 kcal/mol. The HOMO-LUMO gap (alpha / beta) is 9.24 / 7.16 eV. The calculation puts the HOMO energy (alpha / beta) at -14.8274 / -14.2035 eV.

Atoms and positions in Å:
C: -0.10894 -1.40049 1.07183
C: 1.79902 0.07305 -0.70965
C: -0.36564 1.61950 0.71733
C: -0.73614 -0.30945 -1.62852
P: 0.06175 0.04487 -0.08868
Br: -3.71377 -0.23589 0.56294
H: -0.10466 -0.99678 2.13535
H: 0.55102 -2.31153 1.03963
H: -1.12014 -1.79155 1.05978
H: 2.00980 -0.82045 -1.10594
H: 2.43197 0.30786 0.14035
H: 1.83953 0.92426 -1.57085
H: -0.69623 1.38458 1.76208
H: -1.18666 2.09465 0.12753
H: 0.51801 2.22813 0.75547
H: -0.69323 0.50549 -2.29717
H: -0.48569 -1.31624 -1.97149


[3]
Density functional theory data (wB97M-V/def2-TZVPD) for C4H11CaClNO3Tl as an isolated structure in a non-equilibrium geometry.

The total charge is -2. The value obtained for the max |F| is 3.9 eV/Å. The calculation puts the electronic energy at -47607.7818 eV. Its relative energy (zero: lowest compared OMol25 entry of this formula, charge and spin) is 0.00 kcal/mol. The HOMO-LUMO gap is 3.57 eV. The calculation puts the HOMO energy at 0.8026 eV.

Atoms and positions in Å:
Tl: 1.53433 1.12861 -1.04018
Cl: 0.65530 1.57541 1.76248
C: 0.69628 2.99094 -1.78545
C: 3.47893 0.47907 -0.35197
H: 1.50054 3.20013 -2.52840
H: -0.28756 2.69699 -2.21711
H: 0.66527 3.64951 -0.89031
H: 4.05144 0.87138 -1.22328
H: 3.36605 -0.62719 -0.29929
H: 3.60013 1.00704 0.61849
Ca: -0.99161 -0.01453 0.33544
C: -0.85267 -2.29938 1.59004
C: 0.31141 -0.67099 -1.62867
H: -0.42563 -2.99030 0.82991
H: -0.26168 -1.98005 2.47853
H: -1.92299 -2.50945 1.84078
H: 0.98438 -1.56002 -1.68361
H: -0.40371 -0.30003 -2.41041
O: -4.13864 -0.97873 2.87682
N: -3.96514 -1.19564 1.68511
O: -4.63174 -1.96125 0.98012
O: -2.96267 -0.51152 1.06096


[4]
Density functional theory data (wB97M-V/def2-TZVPD) for C4H11CdINO as an isolated structure in a non-equilibrium geometry.

The total charge is +1. The value obtained for the max |F| is 3.2 eV/Å. The calculation puts the electronic energy at -20518.8909 eV. Its relative energy (zero: lowest compared OMol25 entry of this formula, charge and spin) is 89.98 kcal/mol. The HOMO-LUMO gap is 4.68 eV. The calculation puts the HOMO energy at -12.7464 eV.

Atoms and positions in Å:
Cd: -2.91282 25.33529 3.31767
I: -2.21185 23.86508 -0.24483
C: -2.85174 29.63498 0.39774
C: -3.39226 28.76871 1.51169
C: -4.77816 28.19934 1.13849
O: -5.09672 27.22108 2.11653
C: -6.46824 26.96446 1.99160
N: -2.35310 27.87298 1.94016
H: -2.77265 29.12960 -0.56478
H: -1.90067 30.09080 0.67307
H: -3.45668 30.48172 0.07344
H: -3.65882 29.39936 2.35983
H: -4.71933 27.64984 0.19897
H: -5.53155 28.98617 1.10104
H: -7.06056 27.85661 2.19488
H: -6.78807 26.18795 2.68647
H: -6.80371 26.57621 1.02993
H: -1.54659 28.34485 2.32353
H: -1.97943 27.64669 1.02953


[5]
Density functional theory data (wB97M-V/def2-TZVPD) for C4H11Cl3InO as an isolated structure in a non-equilibrium geometry.

The total charge is -1. The value obtained for the max |F| is 1.5 eV/Å. The calculation puts the electronic energy at -49113.3389 eV. The HOMO-LUMO gap is 6.66 eV. The calculation puts the HOMO energy at -4.2269 eV.

Atoms and positions in Å:
C: 3.96626 0.48410 0.97604
In: 2.17511 0.45525 -0.41509
C: 0.38323 1.57240 0.46853
C: -0.60825 0.46779 0.95028
O: -1.98883 0.88780 0.89197
H: 4.63331 -0.35329 0.66487
H: 3.58112 0.19678 1.98233
H: 4.51664 1.44431 0.99405
H: 1.70751 -1.29287 -0.56931
H: 2.48315 1.19199 -2.01772
H: 0.69895 2.25308 1.28368
H: -0.11285 2.15671 -0.33686
H: -0.47999 -0.48315 0.38026
H: -0.31027 0.22000 2.00130
H: -2.48438 0.07105 0.97884
C: -3.57042 -1.94936 -1.66678
Cl: -4.84914 -1.83137 -2.88602
Cl: -2.45380 -0.59361 -1.79382
Cl: -4.27001 -2.03322 -0.04243
H: -3.01734 -2.86438 -1.84412


[6]
Density functional theory data (wB97M-V/def2-TZVPD) for a 2-piece molecular cluster, C4H11ClN2 overall in a non-equilibrium geometry.

The total charge is +2. The value obtained for the max |F| is 4.4 eV/Å. The calculation puts the electronic energy at -19808.9561 eV. Its relative energy (zero: lowest compared OMol25 entry of this formula, charge and spin) is 32.02 kcal/mol. The HOMO-LUMO gap is 10.93 eV. The calculation puts the HOMO energy at -18.3996 eV.

Atoms and positions in Å:
C: -0.32544 -1.96439 1.34702
C: 0.54021 -0.95838 1.43113
C: -0.24578 0.61971 -1.12069
C: 0.63364 -0.29739 -1.46497
N: 0.23156 0.34296 2.13534
N: -0.72108 1.56630 -2.07954
Cl: 1.77025 -0.39747 -2.84141
H: 0.03583 -2.84075 0.90764
H: -1.34951 -2.00258 1.67016
H: 1.49164 -1.06852 0.94497
H: -0.86170 0.61573 -0.29385
H: 0.68520 -0.94298 -0.62672
H: -0.68111 0.61106 2.25265
H: 0.73187 0.99403 1.57163
H: 0.67525 0.44870 3.05884
H: -0.04739 1.62140 -2.91947
H: -0.85512 2.53878 -1.76502
H: -1.70833 1.11381 -2.20769


[7]
Density functional theory data (wB97M-V/def2-TZVPD) for a 2-piece molecular cluster, C4H11ClN3 overall in a non-equilibrium geometry.

The total charge is +1. The value obtained for the max |F| is 4.4 eV/Å. The calculation puts the electronic energy at -21309.7096 eV. Its relative energy (zero: lowest compared OMol25 entry of this formula, charge and spin) is 57.07 kcal/mol. The HOMO-LUMO gap is 8.92 eV. The calculation puts the HOMO energy at -14.0177 eV.

Atoms and positions in Å:
C: -1.93575 -0.96127 -1.00383
C: -1.55883 -0.00337 0.06684
C: -0.31159 -0.31225 0.87995
C: 1.25192 -0.50738 -0.52476
N: 2.08131 1.61404 -0.28289
N: 1.23348 0.76629 -0.83810
N: 0.13742 0.58367 1.78410
Cl: 2.62487 -1.20796 0.30498
H: -2.81573 -0.83503 -1.69201
H: -2.10078 -1.98289 -0.45979
H: -1.19003 -1.17827 -1.71528
H: -1.44626 0.97641 -0.55725
H: -2.47336 -0.00415 0.66947
H: -0.14962 -1.35051 1.39522
H: 0.62690 -1.31604 -1.13813
H: 1.98855 2.50253 -0.80355
H: 0.07770 1.53608 1.47358
H: 2.96067 1.20635 0.11014
H: 0.99913 0.47376 2.33128


[8]
Density functional theory data (wB97M-V/def2-TZVPD) for C4H11EuO2 as an isolated structure in a non-equilibrium geometry.

The total charge is +2. The expectation value of S² is 12.432. As for the spin multiplicity: 7. The value obtained for the max |F| is 3.7 eV/Å. The calculation puts the electronic energy at -27730.4657 eV. Its relative energy (zero: lowest compared OMol25 entry of this formula, charge and spin) is 0.00 kcal/mol. The HOMO-LUMO gap (alpha / beta) is 5.00 / 8.13 eV. The calculation puts the HOMO energy (alpha / beta) at -17.5244 / -17.5984 eV.

Atoms and positions in Å:
H: -0.79113 2.54395 4.19625
C: -0.75471 1.99545 3.14601
H: -1.81517 1.96302 2.86836
H: -0.31802 1.04028 3.46248
H: -0.08673 2.66928 2.59598
O: -0.65952 0.63800 0.33461
C: 0.66165 0.19719 0.18539
C: 0.75339 -1.02354 -0.72235
O: -0.05011 -0.75424 -1.88831
C: 0.07677 -1.71513 -2.93218
Eu: -1.89007 0.52499 -1.30241
H: 1.11970 -0.09114 1.14821
H: 1.30463 0.99987 -0.22413
H: 0.35108 -1.92382 -0.23171
H: 1.78850 -1.21439 -1.03889
H: -0.62232 -1.43294 -3.72546
H: 1.10366 -1.70075 -3.31871
H: -0.17158 -2.71608 -2.55315